No. 1
Below is C24H13Cl2F3N6O9STi as an isolated structure at a distorted geometry, with properties calculated with wB97M-V/def2-TZVPD.

CARTESIAN COORDINATES (ANGSTROEM)
Ti 0.06084 0.68035 -0.82263
Cl -4.93288 -1.63019 3.36823
C -3.57794 -0.71688 2.75058
C -3.30001 -0.76704 1.38517
C -2.22157 -0.07193 0.88406
N -1.88902 0.06429 -0.47808
C -2.84221 0.45097 -1.34333
O -4.00884 0.09194 -1.44698
C -2.36672 1.64070 -2.17054
C -3.18296 2.26916 -3.09549
C -2.76554 3.47104 -3.63961
C -1.55310 4.01433 -3.23980
C -0.78710 3.31605 -2.32319
N -1.19386 2.16378 -1.80084
C -1.38746 0.71633 1.71568
C -1.71002 0.78084 3.07290
C -2.78385 0.05747 3.57540
Cl -3.11750 0.16832 5.28763
N -0.40170 1.42939 1.07256
C 0.67867 1.90502 1.82626
O 1.13160 3.03958 1.61620
C 1.27243 1.01965 2.80781
C 2.02518 1.55507 3.87051
C 2.43882 0.80690 4.93389
C 2.11006 -0.58295 4.94998
C 1.46400 -1.11407 3.87315
N 1.08730 -0.37975 2.80414
H -3.92593 -1.34365 0.72043
H -4.12822 1.80748 -3.34366
H -3.38420 3.98953 -4.36208
H -1.20030 4.95807 -3.63178
H 0.17363 3.68087 -1.98010
H -1.12483 1.39122 3.74603
H 2.22676 2.61635 3.80617
H 2.99599 1.25587 5.74611
H 2.37764 -1.22939 5.77433
H 1.23420 -2.16560 3.77291
O 0.95298 -3.69054 -4.72082
C 0.92048 -4.21442 -3.50490
O 1.02507 -5.40822 -3.32073
C 0.71594 -3.27126 -2.38218
C 0.63612 -3.62404 -1.04317
N 0.42719 -2.50589 -0.33937
N 0.39403 -1.44968 -1.14084
C 0.57164 -1.86973 -2.37579
C 0.59385 -0.78398 -3.41205
O 0.76847 -1.09827 -4.59991
O 0.44274 0.38165 -2.94049
H 0.80688 -2.68857 -4.71489
H 0.72445 -4.59106 -0.57969
H 0.45820 -2.30231 0.67253
F 5.19635 0.41328 -1.46190
C 4.11924 -0.37589 -1.57527
F 3.47280 -0.01770 -2.69233
F 4.57589 -1.63650 -1.77694
S 3.01454 -0.39552 -0.00265
O 2.04307 0.70595 -0.46755
O 3.95578 0.11061 0.99424
O 0.69293 -1.02702 1.70272

Results
- Charge: -2
- Spin multiplicity: 3
- HOMO energy (alpha / beta): -0.002 / -2.249 eV
- HOMO-LUMO gap (alpha / beta): 4.12 / 6.37 eV

Partial charges, Mulliken, in e: -0.187 -0.276 0.050 -0.627 -0.468 0.497 -0.074 -0.775 0.736 -0.839 -0.216 -0.816 -0.207 0.381 1.138 -0.918 0.096 -0.271 0.269 0.116 -0.848 0.630 -1.302 -0.338 -0.786 -0.314 0.829 0.524 0.486 0.399 0.389 0.485 0.492 0.387 0.371 0.365 0.354 -0.578 0.361 -0.670 0.212 -0.592 -0.328 1.153 -0.912 1.406 -0.948 -0.772 0.437 0.489 0.322 -0.262 0.608 -0.212 -0.292 0.706 -0.377 -0.668 -0.813



No. 2
Below is C4H8N2O2S as an isolated structure at a distorted geometry, with properties calculated with wB97M-V/def2-TZVPD.

CARTESIAN COORDINATES (ANGSTROEM)
C -1.68174 1.29091 -0.29827
C -1.12205 -1.46335 -0.48630
C -0.18648 -1.81453 0.62627
C -0.70654 0.02986 -0.40313
N 0.16918 -0.28752 0.78747
N 2.37008 1.67991 0.73271
O -1.37757 2.45045 -0.40996
O 2.01319 0.46947 -1.39359
S 2.24777 0.13828 0.01031
H -2.78063 1.06348 -0.36386
H -0.99774 -1.96185 -1.40067
H -2.12491 -1.73289 -0.18521
H -0.54406 -2.05337 1.63567
H 0.71573 -2.33142 0.34533
H -0.10805 0.27785 -1.22098
H 1.94487 2.49743 0.29490
H 2.16895 1.74728 1.72931

Results
- Energy above the lowest of the compared OMol25 structures with the same formula, charge and spin: 36.1 kJ/mol
- Spin multiplicity: 3
- HOMO energy (alpha / beta): -6.271 / -9.691 eV
- HOMO-LUMO gap (alpha / beta): 6.88 / 7.92 eV

Partial charges, Mulliken, in e: -0.242 -0.588 -0.365 0.409 -0.412 -0.511 -0.434 -0.527 0.440 0.305 0.307 0.288 0.284 0.249 0.253 0.278 0.266



No. 3
Below is C33H49Br6HfN4O7 as an isolated structure at a distorted geometry, with properties calculated with wB97M-V/def2-TZVPD.

CARTESIAN COORDINATES (ANGSTROEM)
Hf -14.72072 15.83410 -8.09951
C -13.68624 13.91226 -4.84805
C -12.96725 15.16871 -4.35044
C -11.74151 14.60075 -3.59962
C -10.72346 15.61742 -3.17428
C -10.29051 16.33165 -4.45160
C -11.41514 17.08745 -5.20857
N -12.57738 16.15118 -5.35118
O -13.50203 16.52234 -6.26776
C -10.86132 17.40648 -6.59540
C -11.77955 18.33969 -4.41199
C -13.92833 15.80358 -3.31668
H -13.02625 13.39367 -5.54569
H -14.63998 14.16772 -5.32060
H -14.00797 13.24706 -4.04792
H -11.35419 13.61484 -3.87535
H -12.23480 14.18347 -2.70779
H -9.89269 15.13987 -2.64867
H -11.10312 16.27097 -2.38441
H -9.80194 15.56691 -5.06218
H -9.47347 17.03390 -4.26569
H -11.49382 18.08846 -7.17259
H -10.58880 16.54802 -7.20118
H -10.02182 18.09830 -6.47357
H -12.83341 18.57639 -4.58372
H -11.19868 19.20245 -4.74005
H -11.72346 18.28398 -3.32492
H -13.47215 16.62543 -2.75689
H -14.17578 15.10548 -2.51601
H -14.80653 16.21023 -3.81748
C -15.89456 11.42055 -8.11932
C -14.73896 12.34062 -7.72608
C -13.54670 11.93128 -8.58258
O -15.07654 13.69928 -7.85335
H -15.56699 10.38302 -8.00733
H -16.18814 11.57780 -9.15399
H -16.70366 11.48936 -7.38968
H -14.50544 12.24652 -6.66019
H -13.20471 10.91165 -8.40044
H -12.74261 12.58915 -8.25867
H -13.72105 11.96934 -9.65853
C -13.77974 16.06586 -12.46045
C -14.84997 15.36632 -11.62649
C -14.72388 13.83695 -11.75028
O -14.71744 15.74385 -10.28281
H -13.95571 15.83118 -13.51405
H -12.78218 15.72428 -12.17819
H -13.75506 17.15539 -12.42134
H -15.78176 15.70802 -12.09230
H -15.27283 13.54658 -12.64995
H -15.15480 13.28558 -10.91388
H -13.69107 13.50398 -11.86562
N -11.22106 10.19434 -12.70409
C -11.31795 10.62838 -11.41950
C -10.64479 9.71959 -10.63031
C -10.20893 8.67100 -11.49721
C -10.52983 9.02101 -12.79114
H -11.57261 10.70267 -13.49656
H -11.92914 11.49471 -11.22084
H -10.43484 9.91182 -9.59235
H -9.72451 7.78288 -11.12687
H -10.23635 8.63825 -13.75285
C -13.55345 7.69287 -10.59434
Br -15.49816 7.62162 -10.87172
Br -12.58627 6.11012 -11.23787
Br -13.15841 8.00216 -8.71568
H -13.25744 8.51616 -11.23120
C -17.80742 9.68385 -4.54842
Br -18.87509 10.69995 -5.77605
Br -18.84136 9.14498 -2.95422
Br -16.29778 10.73270 -3.94698
H -17.35261 8.84018 -5.04912
C -9.00282 11.89906 -6.82170
C -9.79777 12.80001 -6.13022
C -10.52545 13.72282 -6.87204
C -10.49011 13.69672 -8.25975
C -9.65791 12.78265 -8.89294
C -8.80163 11.94036 -8.19628
N -11.39683 14.49513 -9.04857
O -12.36451 15.05379 -8.52235
O -11.24712 14.49728 -10.24282
H -8.25405 11.30353 -6.30714
H -9.65014 12.93200 -5.06904
H -11.03785 14.46222 -6.26770
H -9.51411 12.76593 -9.96592
H -8.09847 11.34412 -8.75566
C -18.78822 11.91533 -11.73188
C -18.51324 11.83944 -10.36938
C -18.29521 12.99952 -9.63903
C -18.40891 14.21238 -10.29604
C -18.63619 14.27404 -11.65218
C -18.94544 13.13585 -12.38291
N -18.24532 15.45030 -9.55221
O -18.94352 16.37353 -9.85930
O -17.25151 15.56059 -8.82980
H -18.95804 11.02161 -12.31893
H -18.46458 10.94312 -9.76629
H -18.08096 12.94454 -8.58074
H -18.64707 15.25402 -12.11363
H -19.22842 13.18139 -13.42308

Results
- Charge: +1
- HOMO energy: -9.811 eV
- HOMO-LUMO gap: 5.61 eV

Atomic partial charges in e from the Mulliken method, atoms 1 to 99: 2.034 -1.901 1.306 -1.205 -1.148 -1.001 1.354 1.406 -1.041 -1.733 -1.743 -1.794 -0.006 0.459 0.464 0.407 0.698 0.440 0.418 0.210 0.546 0.408 0.093 0.532 0.310 0.477 0.297 0.314 0.463 0.354 -1.069 1.342 -0.043 0.442 0.443 0.027 -0.078 -0.094 0.264 -0.828 0.061 -1.498 0.816 -0.538 -0.781 0.411 0.227 0.375 0.014 0.448 -0.224 0.151 0.030 -0.277 -0.001 -1.176 -0.632 0.195 0.260 0.732 0.525 0.425 -0.035 -0.059 -0.033 -0.037 0.095 -0.382 0.000 -0.036 -0.016 0.442 -0.550 -1.334 1.616 -0.669 -0.224 -0.993 0.831 -0.068 -0.607 0.398 0.358 0.056 0.585 0.453 -0.571 -0.495 -0.255 0.328 -0.181 -0.737 0.668 -0.513 -0.554 0.445 0.478 0.368 0.433



No. 4
Below is the molecule C4H8N4 at a distorted geometry, with properties calculated with wB97M-V/def2-TZVPD.

CARTESIAN COORDINATES (ANGSTROEM)
H -0.28091 2.80270 0.01968
N -1.06080 2.14251 0.13443
C -0.49493 1.00316 -0.13558
N 0.89420 0.78724 -0.03327
N 1.45187 -0.43654 -0.13340
C 2.77010 -0.49366 0.10158
C -1.42105 -0.19950 -0.34394
C -1.55924 -1.21944 0.77624
N -0.98816 -1.55436 -0.58530
H 1.51741 1.58457 0.22798
H 3.10197 -1.55860 0.01890
H 3.39304 0.30668 0.51654
H -2.29218 0.12667 -0.95814
H -0.84640 -1.02347 1.55663
H -2.45407 -1.77717 0.92648
H 0.01212 -1.57679 -0.37518

Results
- SMILES: [H]/N=C(\NN=C)[C@@H]1CN1
- Energy above the lowest of the compared OMol25 structures with the same formula, charge and spin: 342.6 kJ/mol
- HOMO energy: -9.042 eV
- HOMO-LUMO gap: 9.56 eV

Partial charges, Mulliken, in e: 0.212 -0.652 0.209 -0.045 -0.358 -0.406 0.217 -0.537 -0.729 0.257 0.243 0.216 0.322 0.265 0.269 0.517



No. 5
Below is a 2-piece molecular cluster, H2P2S4 overall at a distorted geometry, with properties calculated with wB97M-V/def2-TZVPD.

CARTESIAN COORDINATES (ANGSTROEM)
P -2.05460 1.66388 -0.32900
P -1.47532 -1.35532 -0.16300
S 2.57148 -0.43655 0.70556
S -1.49201 -0.08291 1.33931
S -1.49275 -0.13714 -1.75334
S -0.68900 2.96120 -0.38192
H 1.74375 -1.42974 1.06286
H 2.88844 -1.18344 -0.48048

Results
- Energy above the lowest of the compared OMol25 structures with the same formula, charge and spin: 103.7 kJ/mol
- HOMO energy: -8.577 eV
- HOMO-LUMO gap: 6.90 eV

Partial charges, Mulliken, in e: 0.242 0.321 -0.276 -0.182 -0.162 -0.215 0.109 0.163